No. 1
Entry from the OMol25 dataset: a 8-piece molecular cluster, H18NO7 overall (the ωB97M-V functional and the def2-TZVPD basis).

```
26
Properties=species:S:1:pos:R:3:forces:R:3:nbo_charge:R:1
N 0.31973 -0.01138 -0.60558 3.192 0.566 0.760 -0.8878
H 1.25473 -0.11938 -1.16858 -1.849 -0.427 1.445 0.4950
H 0.23073 0.97562 -0.41558 0.454 0.748 0.968 0.4361
H 0.14273 -0.58338 0.26142 0.691 0.144 -0.915 0.4913
H -0.42327 -0.05338 -1.21458 -2.374 -1.213 -2.266 0.4435
O 3.43973 0.61862 -2.25058 -0.432 -0.093 0.110 -0.9605
H 4.04373 -0.11338 -2.40858 0.074 -0.038 0.036 0.4867
H 3.29073 1.00362 -3.11958 0.080 0.063 -0.039 0.4800
O 0.42573 -0.84038 3.87142 -2.777 -2.538 1.635 -0.9503
H -0.19827 -0.54338 3.21242 -0.036 1.094 -1.214 0.4795
H -0.33527 -1.42738 4.29542 2.825 1.365 -0.387 0.4611
O 0.52973 -2.03038 -2.82358 -0.612 -0.756 2.477 -0.9715
H 0.49973 -1.74938 -3.71158 -0.407 0.192 -1.686 0.4839
H -0.26127 -2.57938 -2.60458 0.981 0.638 -0.745 0.4904
O -1.58427 0.20662 2.04742 -0.432 0.028 -0.090 -1.0559
H -2.49327 0.16962 2.53042 2.569 1.163 -1.768 0.5240
H -1.21827 1.03762 1.56442 -2.312 -1.191 1.917 0.5211
O -2.29527 1.44562 -2.11958 -1.482 -2.402 1.342 -0.9594
H -2.22927 2.37462 -2.05758 0.007 1.696 0.014 0.4751
H -3.10427 1.19862 -1.56458 1.631 0.578 -1.256 0.4874
O 0.60673 -2.58838 1.36242 0.779 -0.619 -0.090 -0.9504
H 0.91473 -2.60838 2.25742 -1.461 2.402 2.935 0.4828
H 1.31373 -3.23938 1.39042 0.607 -1.433 -3.015 0.4708
O -0.95627 2.69662 1.01542 0.180 2.536 -0.011 -0.9682
H -0.38127 3.31262 1.51842 0.449 -1.181 0.198 0.4984
H -1.53227 3.44762 0.73742 -0.345 -1.319 -0.357 0.4970
```
Forces are in eV/Å.

Values from the calculation:
net charge	+1
largest force on an atom	0.0798	hartree/bohr
E_LUMO	-3.1	eV
orbital gap	10.603	eV


No. 2
Entry from the OMol25 dataset: a 2-piece molecular cluster, C6H11NO overall (the ωB97M-V functional and the def2-TZVPD basis).

```
19
Properties=species:S:1:pos:R:3:forces:R:3:nbo_charge:R:1
C -0.71783 1.52508 1.24709 0.556 0.302 -0.262 -0.7291
C -1.45827 -1.54713 -1.03665 0.164 -0.127 -0.181 -0.6922
C -1.11689 0.77077 0.01674 -1.654 -0.385 0.985 0.5508
C -1.25898 -0.76501 0.22268 0.159 0.171 -0.710 0.2180
N -1.25811 -1.19554 1.40743 0.199 0.185 0.475 -0.6056
O -1.58443 1.28260 -0.97364 0.631 -0.242 -0.133 -0.5240
H -1.39532 -2.20188 1.50047 -0.079 0.047 -0.339 0.3444
H 0.34243 1.34815 1.42375 0.074 0.015 0.191 0.2426
H -0.87808 2.59131 1.11145 -0.066 -0.012 -0.066 0.2311
H -1.26045 1.13955 2.10543 -0.017 -0.016 -0.010 0.2596
H -0.61365 -1.38625 -1.70692 0.042 0.111 -0.064 0.2350
H -1.52829 -2.61940 -0.86281 -0.136 0.025 0.170 0.2167
H -2.33982 -1.18658 -1.56408 -0.040 -0.020 0.002 0.2503
C 1.88519 0.23939 -0.61444 -0.664 -0.523 0.290 -0.4038
C 3.14574 0.51450 -0.34792 0.213 -0.007 0.041 -0.3735
H 3.72846 1.17418 -0.97171 0.015 0.110 -0.129 0.1955
H 1.37086 0.65908 -1.46570 0.009 0.135 -0.154 0.2001
H 1.27269 -0.43195 0.01252 0.599 0.324 -0.275 0.1902
H 3.66474 0.08914 0.49633 -0.006 -0.091 0.169 0.1941
```
Forces are in eV/Å.

Values from the calculation:
net charge	0
largest force on an atom	0.0382	hartree/bohr
E_LUMO	0.4	eV
orbital gap	9.921	eV


No. 3
Entry from the OMol25 dataset: C24H58P2Si4Tc as an isolated structure (the ωB97M-V functional and the def2-TZVPD basis).

```
89
Properties=species:S:1:pos:R:3:forces:R:3:mulliken_spin:R:1
P -0.09625 -2.69726 -3.80101 -2.397 -3.042 -1.637 0.0560
P 0.26857 1.11138 -3.72881 -0.464 3.233 -1.376 -0.0201
C -0.43939 -1.40260 -5.03042 1.139 1.486 -0.142 -0.0034
C 0.46582 -0.11840 -5.04436 -0.236 -1.762 0.274 0.0105
H -1.49929 -1.14601 -5.00042 0.095 -0.107 -0.023 0.0010
H -0.25241 -1.94673 -5.96224 -0.016 -0.015 -0.028 -0.0014
H 1.53553 -0.37421 -5.12788 -0.427 0.112 -0.176 -0.0007
H 0.18333 0.46496 -5.90584 -0.013 0.248 -0.521 -0.0006
C -1.31127 1.94205 -4.03859 0.337 -0.124 -0.313 0.0041
H -1.56089 2.62763 -3.22630 0.187 -0.211 -0.256 0.0008
H -2.13698 1.25848 -4.20784 -0.078 -0.007 0.044 0.0003
H -1.09045 2.49913 -4.92685 -0.401 0.454 -0.891 -0.0016
C 1.42885 2.34887 -4.28773 1.040 -0.368 1.368 0.0002
H 1.05480 2.69937 -5.18244 -0.149 1.088 -2.176 0.0000
H 2.41677 1.89671 -4.38446 0.100 0.181 -0.213 0.0003
H 1.49229 3.15783 -3.53922 -0.114 -0.338 -0.533 -0.0005
C -1.34900 -3.86722 -4.37307 5.323 -4.116 0.784 0.0268
H -1.30098 -4.78396 -3.64149 -0.198 1.671 -1.600 0.0012
H -0.98794 -4.22746 -5.31998 -0.610 -0.289 -0.773 0.0025
H -2.25946 -3.50603 -4.36553 -4.656 1.908 -0.194 -0.0016
C 1.47066 -3.49042 -4.19272 -0.836 -0.967 0.135 0.0252
H 2.28797 -2.82130 -4.27909 0.759 0.547 -0.108 -0.0127
H 1.25021 -3.96996 -5.12414 0.369 -0.446 -0.867 0.0123
H 1.68825 -4.26239 -3.42826 -0.118 0.378 -0.628 0.0067
Tc 0.85296 -0.55504 1.33413 -0.097 -2.892 -1.416 2.0749
C 0.53470 1.28770 -2.00690 -0.796 -3.744 3.283 -0.0443
C -0.91490 0.90372 -1.70137 0.821 -2.482 2.853 -0.0745
C -1.51751 -0.46936 -2.14157 -0.286 1.095 -0.343 -0.0053
C -1.59122 -1.96999 -1.52404 -0.006 -0.546 -2.555 0.1659
C -0.49125 -3.03944 -2.07926 1.761 5.106 1.199 -0.0376
C 0.99317 -2.64839 -1.93314 0.698 1.226 5.419 0.8278
C 1.64119 -1.23602 -2.22728 1.170 -0.318 -0.891 0.0125
C 1.64736 0.21819 -1.49849 0.107 0.523 -0.619 0.2322
C 0.31482 -2.70355 1.75526 0.459 -0.052 0.092 -0.1472
H 0.81798 2.34584 -1.71049 -0.417 -1.352 -0.616 -0.0047
H -1.48516 1.50043 -1.01215 -0.191 0.018 -0.029 0.0142
H -1.17258 -0.64704 -3.22010 -0.620 0.221 1.415 -0.0138
H -2.60253 -0.20013 -2.24026 0.714 -0.420 -0.033 -0.0029
H -1.70191 -2.04294 -0.46831 0.209 0.171 0.932 -0.0522
H -2.55176 -2.35404 -1.98758 0.853 0.265 0.700 0.0083
H -0.68309 -4.08525 -1.85759 -0.028 0.170 -0.272 -0.0061
H 1.58347 -3.24695 -1.17108 -0.502 0.648 -1.219 -0.1070
H 1.44419 -1.01109 -3.34950 0.538 -0.193 2.022 -0.0185
H 2.76188 -1.48971 -2.20857 -1.554 0.198 -0.187 0.0124
H 1.76345 0.18839 -0.35111 -0.253 0.108 -1.595 -0.0533
H 2.60926 0.66017 -1.84808 -0.208 -0.509 0.326 0.0134
H 1.10870 -2.88607 2.57574 -1.329 -0.289 -1.356 -0.0017
H 0.44854 -3.44616 0.85212 -0.090 1.468 1.689 0.0055
H -0.74343 -2.87214 2.18314 1.707 0.390 -0.648 0.0285
C -0.46897 3.58112 0.70544 -0.059 0.317 -0.112 0.0124
Si -1.18561 2.69916 2.20199 -0.779 1.353 -0.416 0.0156
C -0.93811 3.76794 3.71225 -0.158 0.365 -0.043 0.0015
C -2.98643 2.24543 1.92317 -0.131 0.405 -0.087 0.0079
Si -0.27488 0.75719 2.64013 -0.368 -0.029 0.868 -0.1018
Si 2.07068 0.94157 3.07630 0.458 0.926 0.685 0.0324
C 2.04517 1.70685 4.82623 -0.053 -0.145 -0.139 0.0121
C 3.04323 -0.65302 3.16595 0.029 -0.232 0.191 0.0435
C 2.85543 2.18315 1.90895 0.389 0.016 -0.005 0.0223
Si -1.23080 -0.38074 4.34249 -0.403 -0.787 0.587 0.0310
C -1.60813 0.89350 5.65254 -0.194 -0.058 0.227 0.0059
C -2.80466 -1.15481 3.66274 -0.046 -0.082 0.245 0.0053
C -0.08087 -1.69380 5.04751 -0.229 -0.028 0.118 -0.0030
H -0.82607 4.62223 0.76283 0.159 -0.206 -0.128 -0.0015
H -0.80395 3.16506 -0.25118 -0.020 0.086 0.280 -0.0013
H 0.62703 3.60446 0.69605 -0.183 0.021 0.106 -0.0027
H -1.37774 4.74141 3.45648 0.089 -0.033 0.208 0.0001
H -1.44093 3.39246 4.60747 0.091 0.063 -0.182 0.0000
H 0.11872 3.93328 3.94655 -0.178 0.011 -0.085 0.0009
H -3.12368 1.52322 1.10975 0.078 0.120 0.104 -0.0018
H -3.46686 1.84487 2.82270 0.108 0.124 -0.119 0.0003
H -3.50087 3.17599 1.64568 -0.130 -0.227 0.033 0.0017
H 1.49910 1.11111 5.56901 0.149 0.076 -0.216 -0.0024
H 3.09382 1.76058 5.15439 -0.179 -0.018 -0.069 0.0022
H 1.64451 2.72783 4.84861 0.084 -0.276 -0.080 -0.0022
H 2.94488 -1.24165 2.23921 0.357 -0.259 0.109 -0.0089
H 4.10163 -0.37054 3.29660 -0.265 -0.220 -0.230 0.0063
H 2.73938 -1.27926 4.01670 0.104 0.156 -0.323 -0.0044
H 2.74776 1.89018 0.85475 0.096 0.134 0.198 -0.0115
H 2.44321 3.19430 2.03031 0.100 -0.266 0.019 0.0015
H 3.93004 2.21563 2.14775 -0.195 0.152 -0.190 0.0043
H -2.45341 1.53140 5.36791 0.141 -0.119 0.087 0.0005
H -1.89265 0.32949 6.55022 -0.011 0.217 -0.007 0.0008
H -0.75425 1.53107 5.90480 -0.151 -0.134 -0.017 0.0002
H -2.61013 -1.89146 2.87361 -0.014 0.154 0.190 -0.0022
H -3.28882 -1.67444 4.50330 -0.037 0.059 -0.261 0.0024
H -3.50582 -0.40829 3.27082 0.137 -0.151 0.117 -0.0001
H 0.04397 -2.55239 4.37873 -0.074 0.203 0.194 0.0018
H 0.91225 -1.31581 5.31432 -0.209 0.009 0.007 0.0004
H -0.56224 -2.04783 5.97216 0.205 -0.023 -0.164 -0.0010
```
Forces are in eV/Å.

Values from the calculation:
2S+1	4
net charge	+2
largest force on an atom	0.1317	hartree/bohr
expectation value of S²	3.95
E_LUMO (spin up / spin down)	-6.4 / -6.1	eV
orbital gap (spin up / spin down)	4.654 / 5.317	eV


No. 4
Entry from the OMol25 dataset: C42H36Cl4F7N3O14P2S4Sn as an isolated structure (the ωB97M-V functional and the def2-TZVPD basis).

```
113
Properties=species:S:1:pos:R:3:forces:R:3:lowdin_charge:R:1
Sn -0.02209 0.46056 0.06127 -0.691 -0.232 0.239 1.4733
F 3.05741 -3.41868 3.72787 0.018 -0.037 0.028 0.1210
C 2.83381 -2.75870 2.58666 -0.049 -0.027 -0.017 -0.6670
F 3.42972 -1.56721 2.67475 0.011 0.079 0.010 0.1169
F 3.43793 -3.44085 1.59809 0.011 -0.017 -0.023 0.1071
S 1.03208 -2.60495 2.21438 0.303 0.045 -0.488 0.5626
O 1.04630 -1.83754 0.97871 0.204 -0.128 0.034 -0.4282
O 0.58953 -3.96213 2.11370 -0.015 -0.084 0.185 -0.2640
N 0.61858 -1.84452 3.50200 -0.317 -0.408 0.318 -0.3007
S -0.45023 -0.66823 3.57997 1.435 -0.419 0.393 0.6606
O -0.26237 0.06822 4.79366 0.038 0.064 0.019 -0.2812
O -0.21060 0.11039 2.37240 -1.337 0.258 0.122 -0.5288
C -2.03572 -1.70436 4.21147 0.087 0.501 -0.197 -0.6459
F -1.49876 -2.84013 4.65664 -0.030 -0.063 0.066 0.1216
F -3.07254 -2.00745 3.47235 0.018 -0.137 -0.027 0.1347
F -2.47748 -1.01177 5.25850 -0.057 -0.052 0.059 0.1177
C 3.00544 -2.07614 -2.95290 -0.021 0.084 -0.116 -0.4034
C 1.79416 -2.79759 -3.55765 0.001 -0.041 -0.008 -0.3992
P 0.29788 -2.86211 -2.44341 0.043 0.059 0.023 1.0774
C -0.97915 -3.21810 -3.71524 -0.060 -0.008 0.022 -0.3664
C -0.89160 -4.24937 -4.64929 0.015 0.008 -0.007 -0.0984
C -1.88470 -4.43130 -5.60009 0.024 0.000 -0.005 -0.0998
C -2.98437 -3.58187 -5.62648 -0.025 -0.013 0.000 -0.1069
C -3.08923 -2.56058 -4.69422 0.016 0.037 -0.019 -0.0877
C -2.09258 -2.37973 -3.74240 0.011 -0.018 0.005 -0.0952
C 0.52120 -4.49733 -1.66054 -0.038 -0.086 -0.021 -0.3519
C 1.73102 -4.79627 -1.03474 0.025 0.018 0.011 -0.1014
C 1.91016 -5.99511 -0.36348 0.005 -0.022 -0.006 -0.0953
C 0.87224 -6.91129 -0.28801 0.008 0.005 0.001 -0.1035
C -0.34573 -6.61216 -0.88117 -0.007 0.000 -0.003 -0.0861
C -0.52290 -5.41564 -1.55915 0.004 -0.006 0.008 -0.0959
P 2.55271 -0.53858 -2.00290 0.138 -0.104 0.139 1.0297
C 4.20947 -0.10785 -1.34069 0.058 0.015 -0.092 -0.3538
C 4.25063 0.38538 -0.03837 0.012 0.075 0.038 -0.1045
C 5.45768 0.73524 0.55264 -0.025 -0.002 -0.013 -0.0824
C 6.64532 0.57554 -0.14447 0.011 -0.002 -0.012 -0.0979
C 6.62462 0.04678 -1.42878 0.015 0.003 0.021 -0.1007
C 5.41614 -0.29326 -2.01834 -0.021 -0.026 0.013 -0.1161
C 2.29138 0.59111 -3.42606 0.008 -0.042 -0.044 -0.3586
C 3.28538 1.29692 -4.10098 -0.008 0.036 0.019 -0.0837
C 2.96819 2.10539 -5.18365 0.004 0.008 0.009 -0.1032
C 1.65060 2.22345 -5.60786 0.005 -0.003 -0.012 -0.1014
C 0.65016 1.53810 -4.93476 -0.002 -0.021 0.009 -0.0765
C 0.97012 0.73036 -3.85118 -0.042 0.043 -0.018 -0.0992
H 3.69132 -1.80370 -3.76068 0.062 -0.093 0.027 0.0667
H 3.55434 -2.72448 -2.26686 -0.040 0.022 0.048 0.0646
H 2.07483 -3.80565 -3.87602 0.030 0.037 -0.076 0.0739
H 1.46892 -2.24795 -4.44594 -0.039 -0.002 0.014 0.0719
H -0.04354 -4.92463 -4.62107 -0.003 -0.003 0.001 0.1050
H -1.80568 -5.23976 -6.31762 0.003 0.005 -0.004 0.0924
H -3.76240 -3.72543 -6.36712 -0.002 0.002 0.003 0.0916
H -3.95356 -1.90621 -4.69893 -0.010 -0.012 0.008 0.0966
H -2.18045 -1.60480 -2.98762 0.000 0.000 -0.015 0.0699
H 2.53517 -4.07134 -1.02861 -0.008 -0.001 -0.005 0.0853
H 2.85533 -6.19716 0.12514 -0.011 0.013 0.028 0.0997
H 1.00144 -7.83785 0.25815 0.001 -0.004 -0.006 0.0914
H -1.17506 -7.30486 -0.80022 0.003 -0.002 0.006 0.0958
H -1.48898 -5.17795 -1.98315 0.001 0.004 0.003 0.0942
H 3.33014 0.50467 0.51924 -0.021 0.034 -0.038 0.0744
H 5.46142 1.13749 1.55744 0.006 -0.008 0.007 0.0795
H 7.58604 0.85631 0.31368 0.004 -0.014 0.002 0.0945
H 7.55065 -0.10275 -1.97172 0.001 0.009 -0.001 0.0924
H 5.42034 -0.71633 -3.01587 -0.008 0.022 -0.010 0.0904
H 4.31205 1.24046 -3.76209 0.004 -0.019 -0.007 0.0896
H 3.75289 2.65421 -5.69164 -0.002 0.002 0.001 0.0947
H 1.40339 2.85787 -6.45030 -0.005 0.015 0.013 0.0957
H -0.38328 1.65098 -5.23707 0.008 0.008 -0.005 0.0653
H 0.17508 0.22357 -3.31028 0.013 -0.020 0.005 0.0880
O -2.84855 0.41087 2.83817 -0.177 0.137 0.174 -0.3130
S -3.27451 1.07839 1.63863 -0.361 -0.076 -0.166 0.4776
O -4.05572 2.27290 1.86572 0.081 0.017 -0.160 -0.3133
O -2.20188 1.26899 0.64728 0.648 0.445 -0.101 -0.4871
C -4.38250 -0.03783 0.73510 -0.047 0.066 0.026 -0.2017
C -5.67490 0.44201 0.55610 -0.044 -0.032 0.103 -0.0667
C -6.61994 -0.26480 -0.17230 0.007 -0.027 -0.007 -0.0896
C -6.27105 -1.46984 -0.75527 0.017 0.035 0.002 -0.0917
C -4.97866 -1.94979 -0.60461 -0.036 -0.077 0.131 -0.0688
C -4.02963 -1.25836 0.14218 0.057 0.001 -0.228 -0.1977
S -2.36732 -1.96736 0.05788 -0.074 0.063 0.137 0.4687
O -1.63762 -0.95356 -0.74467 0.204 -0.019 -0.418 -0.5701
O -2.52605 -3.21201 -0.65920 -0.001 0.033 -0.126 -0.3051
O -1.81314 -2.06965 1.37617 -0.040 -0.092 0.103 -0.3048
H -5.91809 1.39998 0.99318 0.009 -0.010 0.022 0.1013
H -7.61983 0.13649 -0.28815 0.004 0.006 -0.009 0.0946
H -6.98854 -2.03297 -1.34025 -0.008 -0.001 0.009 0.0940
H -4.67788 -2.87939 -1.06618 0.006 0.003 -0.010 0.1004
Cl 0.50287 3.12644 2.15024 -0.068 0.250 0.006 0.6350
C 2.01482 3.61523 2.90272 0.081 -0.147 -0.025 -0.9706
Cl 3.13865 2.25111 3.09443 -0.027 0.008 0.006 0.5535
H 2.50407 4.35307 2.27751 -0.016 0.018 -0.008 0.0008
H 1.79863 4.00542 3.88975 -0.005 -0.006 0.005 0.0243
Cl -2.88087 1.37911 -2.29479 -0.074 0.118 -0.129 0.6742
C -3.26470 1.32099 -3.99930 -0.030 -0.015 -0.074 -1.0069
Cl -2.96669 2.86853 -4.85445 -0.015 -0.039 0.054 0.4830
H -4.31806 1.09801 -4.12414 -0.005 -0.008 0.018 0.0190
H -2.65128 0.56969 -4.48641 0.019 -0.007 0.027 0.0026
F 5.18396 4.88454 0.96124 -0.019 -0.028 0.037 0.0709
C 4.21396 5.40695 0.19197 -0.010 0.055 -0.051 -0.1997
C 3.39124 4.62013 -0.51472 0.031 -0.015 -0.037 0.0602
N 2.40109 5.13168 -1.32144 -0.057 -0.042 0.089 0.0385
C 1.48012 4.25004 -2.06962 -0.011 -0.004 -0.067 -0.0007
C 1.08062 2.97038 -1.31291 0.006 -0.126 -0.040 -0.7130
O -0.14078 2.74745 -1.18781 -0.041 0.010 -0.073 -0.1334
O 2.00880 2.21682 -0.93552 0.224 0.180 0.095 -0.1665
C 2.25560 6.48946 -1.49190 0.018 0.045 -0.023 -0.4722
O 1.46281 7.01006 -2.25085 -0.012 -0.005 0.017 0.0701
N 3.10963 7.26166 -0.71625 -0.021 -0.010 0.000 0.2070
C 4.11129 6.85091 0.15303 0.038 -0.045 0.033 -0.4177
O 4.78890 7.65099 0.76872 0.000 0.015 -0.030 0.0675
H 3.43637 3.53534 -0.48772 0.000 0.001 0.011 0.1338
H 1.96279 3.94748 -3.00350 -0.032 -0.029 -0.005 0.1282
H 0.59637 4.83252 -2.30070 0.010 0.021 0.019 0.1237
H 2.98905 8.25777 -0.82068 -0.006 -0.003 0.001 0.1604
```
Forces are in eV/Å.

Values from the calculation:
net charge	-2
largest force on an atom	0.0301	hartree/bohr
E_LUMO	3.7	eV
orbital gap	7.256	eV